(1)
Molecular formula: C10H10N2O2S
Method: DFT, ωB97M-V with the def2-TZVPD basis set

Geometry as XYZ:
```
25
Properties=species:S:1:pos:R:3:forces:R:3
C 0.466 2.626 1.060 -0.661 -3.104 -0.461
C 1.785 2.207 1.240 0.162 0.954 -0.646
C -0.517 1.665 0.695 -0.179 -0.656 0.031
C 2.084 0.879 0.878 3.145 -0.446 1.666
C -0.198 0.324 0.557 0.244 -2.068 -1.069
C 1.147 -0.083 0.621 -0.861 -0.011 0.361
C -1.494 -1.921 1.151 0.367 1.512 0.811
C -2.707 -0.281 0.160 -0.080 1.253 0.010
C -1.251 -0.751 0.203 -1.661 -1.165 -0.867
C -1.096 -1.561 -1.178 0.132 0.543 -0.302
N -2.688 -1.946 1.598 0.270 -0.947 0.009
N -3.447 -0.934 0.969 -0.406 0.389 -0.428
O 2.986 -1.744 1.359 1.844 -0.528 0.713
O 2.153 -1.464 -1.069 -0.810 1.371 1.129
S 1.840 -1.857 0.517 -2.165 2.348 -1.247
H 0.009 3.537 1.212 0.055 2.392 0.540
H 2.598 2.940 1.567 -1.259 -1.278 -0.557
H -1.604 1.823 0.536 1.024 0.840 0.380
H 3.170 0.490 1.028 -1.943 0.913 -0.384
H -0.721 -2.641 1.438 -0.452 0.214 0.008
H 2.672 -2.084 -1.518 1.318 -1.923 -1.005
H -3.182 0.546 -0.484 1.020 -1.390 1.038
H -2.055 -1.771 -1.723 0.648 0.256 0.936
H -0.555 -2.527 -1.078 -0.143 0.853 -0.027
H -0.552 -0.847 -1.781 0.391 -0.321 -0.642
```
Positions in Å, forces in eV/Å.

Its energy above the lowest of the compared OMol25 structures with the same formula, charge and spin is 314.85 kJ/mol. As for the total charge: 0. The electronic energy comes out at -1045.10602 Ha. The value obtained for the orbital gap is 9.72 eV.

(2)
Molecular formula: C10H10N2O4Rh
Method: DFT, ωB97M-V with the def2-TZVPD basis set

Geometry as XYZ:
```
27
Properties=species:S:1:pos:R:3:forces:R:3
Rh 0.060 -0.128 -0.727 0.060 -0.006 -0.163
O 0.215 2.979 -0.331 -0.161 -3.507 -0.964
C 0.159 1.840 -0.513 0.346 6.326 1.333
C -0.043 -2.114 -0.701 -0.337 -6.408 0.817
O -0.097 -3.263 -0.603 0.161 3.632 -0.672
C 2.046 -0.226 -0.710 5.566 -0.177 -1.368
O 3.194 -0.282 -0.635 -3.642 0.147 0.342
C -1.921 -0.034 -0.748 -5.570 0.285 -1.523
O -3.071 0.014 -0.705 3.581 -0.167 0.449
C 0.095 0.539 -5.838 -0.351 -7.367 -0.292
H -0.811 1.156 -5.834 -0.619 1.290 -0.076
H 1.056 1.066 -5.814 0.740 1.224 -0.065
C 0.031 -0.801 -5.895 0.355 7.399 0.338
H 0.938 -1.418 -5.919 0.628 -1.304 -0.166
H -0.929 -1.328 -5.939 -0.751 -1.238 -0.182
C -0.410 1.164 4.726 -0.180 0.438 0.997
N -0.166 0.369 3.525 0.621 -1.657 0.836
C 0.302 -0.933 3.513 -0.984 2.764 2.471
C 0.433 -1.289 2.195 -0.521 1.426 -3.057
N 0.044 -0.214 1.436 0.635 -1.911 -0.064
C -0.320 0.777 2.238 0.327 -0.824 1.487
H -1.178 0.680 5.346 0.160 0.152 -0.294
H 0.513 1.242 5.318 -0.243 0.013 -0.310
H -0.747 2.166 4.437 0.092 -0.291 0.057
H 0.510 -1.507 4.401 0.002 0.039 0.291
H 0.779 -2.224 1.793 0.040 -0.112 -0.123
H -0.681 1.768 1.984 0.047 -0.164 -0.099
```
Positions in Å, forces in eV/Å.

Its energy above the lowest of the compared OMol25 structures with the same formula, charge and spin is 186.96 kJ/mol. As for the total charge: +3. Its multiplicity is 5. The electronic energy comes out at -906.67423 Ha. The value obtained for the orbital gap (spin up / spin down) is 6.08 / 3.56 eV.

(3)
Molecular formula: C10H10N2O5SSeV
Method: DFT, ωB97M-V with the def2-TZVPD basis set

Geometry as XYZ:
```
30
Properties=species:S:1:pos:R:3:forces:R:3
V -1.549 0.750 -1.525 -0.049 -0.036 -0.078
O -1.646 -3.240 -2.492 -0.012 -0.021 -0.013
C -1.214 -1.959 -2.190 0.019 -0.013 0.012
O -2.136 -1.156 -1.693 -0.002 0.022 0.002
C 0.042 -1.511 -2.369 -0.024 0.013 -0.073
C 1.278 -2.140 -2.785 0.047 0.000 0.017
C 2.452 -1.523 -2.526 -0.022 -0.003 -0.010
C 2.488 -0.245 -1.825 0.043 -0.038 -0.010
C 1.301 0.378 -1.612 0.019 0.033 0.050
N 0.120 -0.136 -2.004 -0.041 -0.028 0.014
C 1.093 1.681 -0.863 0.036 -0.038 -0.007
O 2.032 2.369 -0.472 -0.014 0.008 -0.012
O -0.159 1.936 -0.653 -0.014 0.046 0.030
H -2.573 -3.219 -2.225 0.009 0.004 0.001
H 1.252 -3.109 -3.273 -0.013 0.000 0.004
H 3.382 -1.994 -2.828 0.005 0.005 0.007
H 3.410 0.205 -1.486 -0.009 0.016 0.000
C -0.652 0.524 4.299 -0.003 0.007 -0.004
S -0.401 1.314 2.700 0.012 0.016 0.024
C 1.396 1.428 2.731 -0.024 -0.004 -0.027
H -0.281 1.147 5.118 -0.001 -0.004 0.002
H -0.162 -0.451 4.337 -0.002 -0.002 0.003
H -1.727 0.386 4.412 -0.001 -0.001 -0.005
H 1.847 0.435 2.777 0.004 0.002 -0.002
H 1.737 2.024 3.581 0.006 0.003 -0.002
H 1.701 1.909 1.801 0.006 0.002 0.004
O -2.194 1.544 -2.739 0.029 -0.003 0.101
Se -4.536 0.852 2.564 0.057 0.006 -0.046
C -3.486 0.891 1.090 -0.067 0.000 0.057
N -2.814 0.912 0.148 0.006 0.007 -0.037
```
Positions in Å, forces in eV/Å.

Its energy above the lowest of the compared OMol25 structures with the same formula, charge and spin is 11.55 kJ/mol. As for the total charge: -2. Its multiplicity is 2. The electronic energy comes out at -4616.57438 Ha. The value obtained for the orbital gap (spin up / spin down) is 4.24 / 4.25 eV.

(4)
Molecular formula: C10H10N4O3S
Method: DFT, ωB97M-V with the def2-TZVPD basis set

Geometry as XYZ:
```
28
Properties=species:S:1:pos:R:3:forces:R:3
C 1.287 1.158 -1.319 2.275 0.882 1.307
C 0.430 0.786 -0.129 -0.283 -1.630 -1.181
S -1.051 -0.131 -0.907 0.547 -0.428 0.181
C -0.273 -1.766 -1.115 0.684 -0.211 0.910
C -0.114 -2.403 -2.329 -1.023 -0.506 -2.268
C 0.398 -3.739 -2.444 1.404 2.554 3.622
C 1.011 -4.270 -1.279 -2.733 -0.159 -1.737
N 0.680 -3.723 -0.066 1.423 0.346 -0.293
O 0.980 -4.313 1.002 0.137 -0.468 0.576
C 0.211 -2.451 -0.003 -0.285 1.102 1.056
C 0.081 1.908 0.766 -2.872 -2.567 -1.027
N 0.855 2.572 1.493 2.145 2.738 1.809
C 0.043 3.400 2.262 -0.738 -2.221 -2.433
C -1.260 3.173 1.962 1.873 -1.438 0.224
N -2.333 3.800 2.661 0.069 -1.099 -0.999
O -3.381 3.535 2.067 -0.590 1.117 1.596
O -2.098 4.446 3.688 -1.051 -0.835 -1.782
N -1.237 2.101 1.002 0.610 3.718 1.621
H 0.933 2.070 -1.796 -0.406 -0.257 -0.270
H 1.366 0.311 -1.996 0.190 0.245 -0.127
H 2.316 1.474 -0.926 -1.136 -0.676 -0.614
H 0.817 -0.027 0.494 0.553 0.412 -0.223
H -0.472 -1.837 -3.219 0.296 -0.755 0.566
H 0.617 -4.263 -3.317 -0.132 -0.370 -1.583
H 1.408 -5.284 -1.327 0.147 0.448 0.665
H 0.304 -1.985 1.012 -0.496 -0.893 -1.035
H 0.355 4.060 2.963 1.265 1.847 1.806
H -1.875 1.398 0.799 -1.872 -0.898 -0.366
```
Positions in Å, forces in eV/Å.

Its energy above the lowest of the compared OMol25 structures with the same formula, charge and spin is 293.85 kJ/mol. As for the total charge: 0. The electronic energy comes out at -1229.77660 Ha. Its structure (SMILES) is C[C@H](Sc1ccc[n+]([O-])c1)c1ncc([N+](=O)[O-])[nH]1. The value obtained for the orbital gap is 8.20 eV.

(5)
Molecular formula: C10H10O
Method: DFT, ωB97M-V with the def2-TZVPD basis set

Geometry as XYZ:
```
21
Properties=species:S:1:pos:R:3:forces:R:3
C 3.158 0.905 -0.423 -3.585 -0.155 -2.744
C 2.080 0.231 0.510 1.442 -1.437 -2.841
C 0.695 0.728 0.232 0.956 -1.632 0.799
C -0.406 -0.083 0.121 3.437 1.913 -0.227
C -0.394 -1.548 -0.003 -1.654 1.574 0.460
C -1.604 -2.099 -0.116 0.919 -2.464 -1.170
C -2.837 -1.350 -0.137 -1.593 -1.713 0.879
C -2.861 -0.017 0.096 -1.963 -2.712 -1.311
C -1.645 0.656 0.011 -0.259 0.441 0.767
C -1.584 1.973 0.046 -0.348 -2.265 -0.270
O -1.449 3.088 -0.048 0.124 3.160 -0.032
H 3.053 0.591 -1.536 0.120 -0.005 1.816
H 4.064 0.572 -0.067 2.386 0.102 0.568
H 2.942 1.982 -0.531 0.763 -0.198 0.707
H 2.448 0.500 1.453 -0.007 0.408 1.863
H 2.321 -0.898 0.419 -1.068 1.590 0.156
H 0.724 1.839 0.285 -0.711 -0.864 -0.104
H 0.432 -2.210 0.034 1.015 0.188 0.008
H -1.507 -3.227 -0.313 -1.075 1.684 0.468
H -3.773 -2.005 -0.172 1.211 1.412 0.078
H -3.856 0.372 0.139 -0.111 0.972 0.127
```
Positions in Å, forces in eV/Å.

Its energy above the lowest of the compared OMol25 structures with the same formula, charge and spin is 371.85 kJ/mol. As for the total charge: 0. The electronic energy comes out at -462.16733 Ha. Its structure (SMILES) is CC/C=c1\ccccc1=C=O. The value obtained for the orbital gap (spin up / spin down) is 7.15 / 7.15 eV.

(6)
Molecular formula: C10H10O4
Method: DFT, ωB97M-V with the def2-TZVPD basis set

Geometry as XYZ:
```
24
Properties=species:S:1:pos:R:3:forces:R:3
C 3.582 0.330 1.332 0.525 -0.542 -0.680
C 2.098 0.075 1.326 1.617 1.946 -1.289
C 1.589 -0.795 2.111 -1.732 -4.141 2.294
C 0.173 -1.189 2.056 -1.196 0.562 1.246
O -0.329 -1.831 2.969 0.574 0.205 -1.120
C -0.594 -0.572 0.912 2.785 1.116 -1.019
C 0.028 0.384 0.133 0.212 -1.019 1.341
O 1.346 0.794 0.382 -1.072 -0.600 -0.271
C -0.796 1.005 -0.988 2.487 0.984 0.235
C -1.686 0.007 -1.651 2.491 0.777 -0.180
C -2.415 0.694 -2.810 -1.198 -0.636 0.881
O -2.428 -0.729 -0.737 -1.553 -0.591 2.315
C -1.893 -1.038 0.528 -3.514 -2.591 2.432
O -2.525 -1.746 1.363 1.476 2.568 -4.012
H 3.965 -0.226 0.428 0.059 0.926 0.817
H 3.741 1.387 1.275 0.353 0.691 -0.581
H 4.200 0.019 2.233 -1.459 -0.103 -0.950
H 2.171 -1.485 2.797 -0.494 1.440 -0.840
H -0.120 1.402 -1.784 -0.380 -0.179 0.705
H -1.346 1.844 -0.594 -0.322 0.454 0.250
H -0.984 -0.727 -2.007 0.370 -0.385 -1.127
H -3.165 1.476 -2.430 0.983 -1.288 -0.727
H -2.860 -0.189 -3.260 -0.996 0.467 -0.508
H -1.751 1.109 -3.588 -0.017 -0.059 0.790
```
Positions in Å, forces in eV/Å.

Its energy above the lowest of the compared OMol25 structures with the same formula, charge and spin is 92.44 kJ/mol. As for the total charge: 0. The electronic energy comes out at -687.95790 Ha. Its structure (SMILES) is Cc1cc(=O)c2c(o1)C[C@H](C)OC2=O. The value obtained for the orbital gap is 9.51 eV.

(7)
Molecular formula: C10H11AsCoN2O9S
Method: DFT, ωB97M-V with the def2-TZVPD basis set

Geometry as XYZ:
```
35
Properties=species:S:1:pos:R:3:forces:R:3
Co 1.013 -1.082 0.136 0.185 0.347 -0.238
N 2.558 -0.410 -0.790 0.338 0.369 -0.389
C 2.646 -0.900 -2.163 0.155 -0.092 -0.059
C 1.761 -2.116 -2.292 -0.776 -0.506 0.659
O 1.641 -2.711 -3.347 0.134 0.039 -0.216
N 1.075 -2.430 -1.130 0.510 -0.261 -0.262
C -0.291 -2.893 -1.353 -0.075 0.552 0.097
C -1.083 -1.581 -1.416 -0.058 0.059 0.161
O -2.193 -1.455 -1.872 0.013 -0.043 -0.038
O -0.392 -0.549 -0.929 0.150 0.234 0.003
H 2.544 0.609 -0.711 0.056 0.048 0.008
H 3.335 -0.746 -0.228 0.070 0.115 0.001
H 3.662 -1.132 -2.480 0.050 0.020 0.044
H 2.256 -0.142 -2.840 -0.085 -0.033 -0.004
H -0.644 -3.475 -0.505 0.001 -0.063 -0.028
H -0.414 -3.435 -2.285 0.080 -0.114 -0.026
O -0.179 -0.378 3.804 -0.026 -0.095 0.081
As -1.089 -0.791 2.360 0.293 -0.241 -0.234
O -2.541 -1.398 2.786 0.522 0.041 -0.097
O -0.066 -1.806 1.406 -0.880 -0.335 0.540
C -1.351 0.869 1.388 0.001 0.454 -0.068
C -2.684 1.024 1.021 0.129 0.176 -0.059
C -3.091 2.130 0.289 -0.042 0.011 -0.040
C -2.175 3.098 -0.084 -0.036 0.028 -0.035
C -0.841 2.965 0.269 -0.012 -0.169 0.134
C -0.428 1.861 1.004 -0.342 -0.098 0.037
S 1.304 1.774 1.390 -0.247 -0.498 -0.085
O 1.540 2.406 2.657 0.055 0.118 0.013
O 2.022 2.299 0.242 0.066 0.157 -0.080
O 1.532 0.290 1.497 -0.199 -0.125 0.274
H 0.696 -0.034 3.576 -0.067 -0.020 -0.153
H -3.388 0.254 1.311 -0.010 0.002 0.007
H -4.129 2.225 -0.006 0.005 -0.008 0.015
H -2.493 3.956 -0.665 0.006 -0.026 0.014
H -0.115 3.705 -0.040 0.034 -0.041 0.024
```
Positions in Å, forces in eV/Å.

Its energy above the lowest of the compared OMol25 structures with the same formula, charge and spin is 0.00 kJ/mol. As for the total charge: -1. The electronic energy comes out at -5191.23064 Ha. The value obtained for the orbital gap (spin up / spin down) is 8.30 / 8.30 eV.

(8)
Molecular formula: C10H11BF5
Method: DFT, ωB97M-V with the def2-TZVPD basis set

Geometry as XYZ:
```
27
Properties=species:S:1:pos:R:3:forces:R:3
C -0.820 -1.306 2.880 0.404 -0.393 1.053
C -0.951 -2.558 1.817 -0.191 -0.228 1.826
B -1.359 -2.117 0.284 0.889 -1.222 0.643
C -0.097 -1.978 -0.760 -0.080 0.356 -0.904
F -0.602 -2.462 -2.099 1.768 1.092 2.146
F 1.065 -2.868 -0.443 -2.078 2.114 -1.136
C 0.437 -0.448 -1.010 2.502 3.248 -1.652
C 1.777 -0.299 -2.001 -0.828 3.532 0.802
C 2.427 1.168 -2.405 -3.864 -0.072 3.035
C 1.724 2.532 -1.760 -1.767 -3.273 0.893
C 0.410 2.400 -0.787 1.018 -3.011 -1.045
C -0.359 3.721 -0.114 0.298 -1.298 -0.519
F -0.251 4.834 -1.090 -0.552 -2.802 3.672
F 0.269 4.048 1.215 -2.325 -0.311 -4.304
F -1.818 3.434 0.143 4.814 1.402 -0.707
C -0.235 0.925 -0.418 3.053 0.055 -2.195
H 0.308 -1.012 3.091 -2.225 -0.505 -0.528
H -1.266 -1.640 3.936 0.954 0.836 -2.091
H -1.387 -0.333 2.559 0.982 -1.897 0.413
H 0.018 -3.219 1.865 -1.776 1.178 0.086
H -1.855 -3.226 2.218 1.966 1.289 -0.721
H -2.011 -1.138 0.348 -0.369 0.941 -0.264
H -2.046 -3.002 -0.141 -0.166 -0.308 -0.414
H 2.323 -1.249 -2.468 -1.574 2.188 1.293
H 3.354 1.303 -3.122 -2.158 -0.434 1.694
H 2.131 3.602 -2.006 -0.865 -2.365 0.513
H -1.186 0.888 0.268 2.171 -0.113 -1.586
```
Positions in Å, forces in eV/Å.

Its energy above the lowest of the compared OMol25 structures with the same formula, charge and spin is 576.86 kJ/mol. As for the total charge: -1. The electronic energy comes out at -911.51190 Ha. The value obtained for the orbital gap is 7.87 eV.